Computed, not measured: a 6-piece molecular cluster, C31H76N5O13 overall in a non-equilibrium geometry, with wB97M-V/def2-TZVPD.

Last column: Löwdin charge in e.
Atoms and positions in Å:
C: 0.044 -0.111 -0.938  -0.8382
O: -0.092 -1.359 -0.833  -0.0699
O: -0.107 0.636 0.155  0.0588
O: 0.330 0.410 -2.018  -0.0184
H: -0.366 0.013 0.919  0.1092
C: -5.835 -8.272 -5.998  -0.2574
O: -5.041 -7.503 -5.440  -0.1125
C: -5.081 -6.176 -5.825  -0.1843
C: -4.322 -5.378 -4.840  -0.2130
N: -4.486 -4.021 -5.221  -0.0497
C: -3.887 -3.082 -4.233  -0.1378
C: -3.986 -1.505 -4.544  -0.1926
O: -3.941 -0.731 -3.378  -0.2318
C: -2.637 -0.691 -2.857  -0.1252
H: -5.592 -8.361 -6.983  0.0600
H: -6.880 -7.952 -6.094  0.0963
H: -5.826 -9.235 -5.412  0.1247
H: -6.070 -5.805 -5.937  0.1258
H: -4.731 -6.069 -6.750  0.0931
H: -3.366 -5.672 -4.809  0.1047
H: -4.633 -5.395 -3.968  0.0539
H: -3.752 -3.954 -5.949  0.1275
H: -2.983 -3.430 -4.046  0.0545
H: -4.459 -3.083 -3.222  0.1357
H: -4.918 -0.920 -4.969  0.1588
H: -3.151 -1.057 -5.147  0.0924
H: -2.788 -0.331 -1.866  0.0764
H: -1.981 -0.197 -3.596  0.0757
H: -2.222 -1.682 -2.440  0.1020
C: -2.161 0.470 -7.841  -0.2079
O: -1.258 -0.330 -7.372  -0.2251
C: -0.543 0.109 -6.196  -0.1783
C: -0.093 -1.072 -5.423  -0.1883
N: 1.059 -0.639 -4.604  -0.0674
C: 1.916 -1.775 -4.162  -0.2004
C: 2.939 -1.337 -3.198  -0.3137
O: 3.916 -2.211 -2.950  -0.1789
C: 3.742 -3.295 -2.051  -0.0818
H: -2.491 0.041 -8.754  0.0809
H: -1.602 1.521 -7.999  0.1263
H: -2.782 0.577 -6.960  0.0731
H: -1.244 0.668 -5.444  0.1465
H: 0.262 0.743 -6.600  0.1325
H: 0.504 -1.712 -5.898  0.0667
H: -0.658 -1.534 -4.490  0.1515
H: 0.827 -0.311 -3.714  0.0232
H: 2.505 -2.483 -4.825  0.1512
H: 1.183 -2.291 -3.650  0.0833
H: 2.566 -0.908 -2.092  0.1640
H: 3.401 -0.336 -3.474  0.1405
H: 3.725 -2.950 -1.037  0.0722
H: 4.537 -4.065 -2.155  0.0921
H: 3.023 -4.027 -2.255  0.0616
C: -5.724 6.880 6.893  -0.2068
O: -4.447 6.981 7.098  -0.1508
C: -3.636 6.041 6.322  -0.1105
C: -3.665 4.706 7.149  -0.2156
N: -3.274 3.609 6.341  -0.0785
C: -1.789 3.476 6.154  -0.1836
C: -1.514 2.481 5.073  -0.2026
O: -0.149 2.019 5.076  -0.2149
C: 0.077 1.001 4.216  -0.1591
H: -6.103 6.286 7.517  0.0122
H: -6.109 6.588 6.033  0.0576
H: -6.192 7.861 7.260  0.1362
H: -2.648 6.465 6.368  0.1156
H: -3.891 6.056 5.336  0.0896
H: -4.512 4.298 7.639  0.1007
H: -3.064 4.840 8.072  0.1346
H: -3.737 3.625 5.420  0.1219
H: -1.377 3.044 7.011  0.1046
H: -1.318 4.369 5.769  0.1170
H: -1.595 2.928 4.165  0.0915
H: -1.989 1.454 5.398  0.1729
H: -0.093 0.050 4.658  0.0713
H: 1.184 0.914 3.946  0.1097
H: -0.483 1.290 3.310  0.0936
C: 9.998 5.328 4.763  -0.1856
O: 9.043 5.375 3.926  -0.1863
C: 8.481 4.188 3.553  -0.2290
C: 7.296 4.579 2.559  -0.1397
N: 6.481 3.290 2.222  -0.0474
C: 5.403 3.629 1.261  -0.2364
C: 4.759 2.326 0.954  -0.2803
O: 3.613 2.661 0.249  -0.1480
C: 2.912 1.523 -0.370  -0.0128
H: 9.604 4.751 5.494  0.0649
H: 10.381 6.213 4.968  0.0499
H: 10.875 4.833 4.152  0.1374
H: 8.243 3.673 4.409  0.0837
H: 9.133 3.500 2.773  0.1715
H: 7.691 4.911 1.451  0.1561
H: 6.631 5.438 2.973  0.1267
H: 5.983 2.979 2.925  0.0157
H: 5.517 4.328 0.400  0.1460
H: 4.776 4.165 1.761  0.0481
H: 4.616 1.713 1.963  0.1441
H: 5.508 1.596 0.392  0.1566
H: 2.586 0.848 0.282  0.0408
H: 3.430 1.192 -1.041  -0.0130
H: 2.030 1.838 -0.942  0.1047
C: 4.020 -1.882 2.700  -0.2302
O: 2.940 -2.553 2.728  -0.1240
C: 1.896 -2.015 1.906  -0.1191
C: 0.572 -2.726 2.402  -0.1348
N: -0.439 -2.026 1.613  -0.1197
C: -1.740 -2.628 1.788  -0.2286
C: -2.720 -1.884 0.896  -0.2474
O: -3.873 -2.603 0.865  -0.2009
C: -4.644 -2.577 -0.221  -0.1358
H: 4.704 -2.235 1.840  0.1168
H: 4.696 -2.003 3.500  0.0733
H: 3.832 -0.879 2.580  0.0501
H: 2.068 -2.142 1.027  0.0158
H: 1.707 -0.948 1.952  0.1177
H: 0.654 -2.682 3.412  0.0833
H: 0.490 -3.692 2.093  0.0816
H: -0.407 -2.100 0.500  0.1017
H: -2.040 -2.600 2.986  0.1609
H: -1.722 -3.756 1.502  0.1361
H: -2.285 -1.849 0.004  0.0525
H: -2.911 -0.960 1.455  0.1444
H: -5.571 -3.099 0.145  0.1259
H: -3.923 -2.687 -1.140  0.1047
H: -4.762 -1.556 -0.450  0.0587

## Properties
Energy = -2477.78362 Eh
Relative energy (zero: lowest compared OMol25 entry of this formula, charge and spin) = 281.67 kJ/mol
Charge = -1
Kohn-Sham gap = 7.81 eV


Computed, not measured: a 10-piece molecular cluster, C31H87N5O14 overall in a non-equilibrium geometry, with wB97M-V/def2-TZVPD.

Last column: Löwdin charge in e.
Atoms and positions in Å:
C: 3.026 -5.789 -2.566  -0.0978
O: 1.716 -5.325 -2.308  -0.1819
C: 1.667 -4.436 -1.230  -0.2264
C: 0.276 -3.846 -1.128  -0.4146
C: -0.776 -4.893 -0.819  -0.0553
N: -0.119 -3.089 -2.335  0.0531
H: 3.714 -4.968 -2.809  0.0755
H: 2.988 -6.464 -3.419  0.0867
H: 3.442 -6.330 -1.705  0.0900
H: 1.947 -4.907 -0.275  0.1337
H: 2.393 -3.622 -1.403  0.1095
H: 0.319 -3.143 -0.287  0.1189
H: -0.612 -5.380 0.148  0.0795
H: -0.732 -5.718 -1.538  0.0797
H: -1.777 -4.467 -0.853  0.0666
H: 0.440 -2.234 -2.371  0.0553
H: 0.185 -3.632 -3.142  0.0852
C: -2.684 -0.172 -6.410  -0.1164
O: -3.140 0.088 -5.107  -0.1831
C: -2.339 -0.521 -4.131  -0.2267
C: -3.016 -0.483 -2.765  -0.4183
C: -3.442 0.938 -2.462  -0.0605
N: -2.117 -0.984 -1.729  0.0622
H: -2.705 -1.247 -6.626  0.0872
H: -1.670 0.211 -6.577  0.0842
H: -3.358 0.333 -7.102  0.0873
H: -2.145 -1.572 -4.403  0.1241
H: -1.348 -0.040 -4.055  0.1259
H: -3.927 -1.088 -2.818  0.1398
H: -2.585 1.620 -2.430  0.0745
H: -3.902 1.028 -1.473  0.0572
H: -4.148 1.311 -3.199  0.0812
H: -1.323 -0.356 -1.651  0.0318
H: -1.722 -1.891 -1.991  0.0386
C: 4.456 2.124 0.784  -0.1245
O: 3.687 3.246 1.109  -0.1880
C: 4.337 4.446 0.748  -0.2205
C: 3.443 5.593 1.132  -0.4479
C: 2.244 5.730 0.200  -0.0588
N: 4.205 6.856 1.200  0.0309
H: 4.669 2.048 -0.288  0.0737
H: 3.933 1.218 1.094  0.0723
H: 5.409 2.109 1.339  0.0936
H: 5.288 4.495 1.302  0.1264
H: 4.585 4.455 -0.323  0.1338
H: 3.004 5.358 2.115  0.1374
H: 1.672 4.798 0.245  0.0661
H: 2.565 5.837 -0.840  0.0762
H: 1.576 6.547 0.466  0.0750
H: 4.932 6.757 1.906  0.0668
H: 3.597 7.563 1.606  0.0693
C: -4.877 -2.859 4.927  -0.1092
O: -5.138 -2.536 3.585  -0.1724
C: -4.195 -1.624 3.087  -0.2342
C: -4.492 -1.337 1.624  -0.3919
C: -4.427 -2.620 0.805  -0.0500
N: -3.499 -0.347 1.136  0.0576
H: -5.713 -3.431 5.325  0.0846
H: -4.763 -1.955 5.538  0.0869
H: -3.966 -3.466 5.018  0.0895
H: -4.190 -0.675 3.650  0.1234
H: -3.178 -2.038 3.172  0.1064
H: -5.485 -0.891 1.536  0.1420
H: -4.544 -2.410 -0.259  0.0695
H: -5.208 -3.316 1.110  0.0778
H: -3.455 -3.089 0.980  0.0783
H: -3.351 -0.526 0.141  0.0383
H: -2.591 -0.579 1.539  0.0668
C: 3.660 -2.103 2.385  -0.1093
O: 2.290 -2.334 2.583  -0.1964
C: 1.845 -1.788 3.797  -0.2220
C: 0.422 -2.213 4.113  -0.4074
C: 0.306 -3.731 4.334  -0.0394
N: -0.568 -1.796 3.105  0.0602
H: 3.911 -2.470 1.388  0.0830
H: 4.280 -2.665 3.096  0.0924
H: 3.901 -1.037 2.468  0.0811
H: 2.500 -2.101 4.628  0.1323
H: 1.876 -0.684 3.800  0.1261
H: 0.201 -1.764 5.084  0.1250
H: -0.619 -4.122 3.914  0.0737
H: 0.369 -3.985 5.391  0.0759
H: 1.120 -4.273 3.841  0.0739
H: -0.479 -0.799 2.892  0.0423
H: -0.259 -2.240 2.240  0.0745
C: -0.008 1.853 -0.867  -0.0290
C: 1.017 0.714 -0.874  -0.4895
C: 0.830 -0.250 0.273  -0.0401
O: 1.078 0.039 -2.110  -0.0577
H: 0.098 2.448 -1.778  0.0695
H: 0.224 2.507 -0.020  0.0820
H: -1.052 1.559 -0.735  0.0551
H: 1.926 1.299 -0.686  0.1204
H: 1.581 -1.042 0.200  0.0693
H: -0.142 -0.750 0.255  0.0674
H: 0.957 0.346 1.177  0.0818
H: 1.235 0.675 -2.824  0.0474
O: -1.969 -0.582 5.541  -0.0776
C: -1.763 0.815 5.487  -0.2331
C: -1.775 1.382 4.087  -0.2207
O: -0.478 1.305 3.469  -0.0909
H: -1.549 -0.995 4.775  0.0223
H: -2.575 1.272 6.056  0.1219
H: -0.803 1.068 5.958  0.1183
H: -2.129 2.415 4.108  0.1186
H: -2.456 0.829 3.447  0.0866
H: 0.060 2.021 3.820  0.0878
O: 1.800 1.643 -4.363  -0.0802
C: 2.133 2.977 -4.001  -0.2358
C: 1.033 3.968 -4.295  -0.2618
O: 0.968 4.353 -5.646  -0.0452
H: 1.746 1.565 -5.320  0.1078
H: 2.362 2.983 -2.930  0.1172
H: 3.079 3.293 -4.470  0.1281
H: 1.132 4.815 -3.605  0.1200
H: 0.085 3.492 -4.031  0.1221
H: 1.829 4.704 -5.896  0.0884
O: 5.545 0.505 -2.156  -0.0722
C: 4.707 -0.254 -3.049  -0.2142
C: 3.978 -1.397 -2.387  -0.2434
O: 4.757 -2.593 -2.261  -0.0746
H: 6.172 -0.111 -1.766  0.0757
H: 3.938 0.423 -3.424  0.1012
H: 5.311 -0.609 -3.888  0.1247
H: 3.099 -1.637 -2.984  0.1148
H: 3.595 -1.110 -1.403  0.1104
H: 5.543 -2.391 -1.745  0.0775
O: -4.213 2.152 2.172  -0.1117
C: -3.600 3.040 1.262  -0.2609
C: -4.600 3.925 0.537  -0.2205
O: -4.854 3.435 -0.796  -0.0804
H: -4.171 1.254 1.769  0.0276
H: -2.935 3.686 1.852  0.1083
H: -2.972 2.515 0.534  0.1036
H: -4.253 4.962 0.520  0.1081
H: -5.536 3.888 1.099  0.1174
H: -5.800 3.290 -0.882  0.0802

## Properties
Energy = -2560.32430 Eh
Kohn-Sham gap = 8.82 eV
SMILES = COC[C@H](C)N.COC[C@H](C)N.COC[C@H](C)N.COC[C@H](C)N.COC[C@H](C)N.CC(C)O.OCCO.OCCO.OCCO.OCCO


Computed, not measured: a 11-piece molecular cluster, C31H88N18O15 overall in a non-equilibrium geometry, with wB97M-V/def2-TZVPD.

Last column: Löwdin charge in e.
Atoms and positions in Å:
C: 0.717 -0.528 3.904  -0.0480
O: -0.324 -0.879 2.992  -0.2063
C: -1.387 0.048 3.038  -0.2377
C: -2.287 -0.136 1.804  -0.1817
N: -1.434 -0.195 0.604  -0.0265
C: -0.880 1.129 0.222  -0.1939
C: 0.415 1.017 -0.543  -0.2173
O: 1.549 0.585 0.193  -0.1710
C: 2.363 -0.438 -0.351  -0.0785
H: 1.144 0.388 3.488  0.0935
H: 1.466 -1.305 3.769  0.0592
H: 0.390 -0.474 4.942  0.1039
H: -0.971 1.061 2.988  0.1176
H: -1.962 -0.009 3.970  0.0941
H: -3.133 0.556 1.796  0.1010
H: -2.937 -1.016 1.901  0.0890
H: -0.639 -0.653 1.049  0.0794
H: -0.901 1.900 1.002  0.1065
H: -1.616 1.596 -0.445  0.0987
H: 0.588 2.070 -0.803  0.1033
H: 0.322 0.463 -1.480  0.1241
H: 1.853 -1.403 -0.443  0.0631
H: 3.244 -0.565 0.271  0.0732
H: 2.614 -0.198 -1.391  0.0859
C: -0.796 5.896 -10.185  -0.1196
O: -1.131 5.599 -8.834  -0.2031
C: -0.149 4.748 -8.201  -0.1946
C: 0.474 5.613 -7.096  -0.2278
N: -0.308 5.687 -5.879  -0.0761
C: 0.380 6.378 -4.790  -0.1934
C: -0.472 6.334 -3.534  -0.2180
O: 0.303 6.565 -2.365  -0.1945
C: 1.177 5.491 -2.025  -0.1088
H: -1.193 5.144 -10.873  0.0839
H: 0.260 6.097 -10.369  0.0863
H: -1.365 6.802 -10.400  0.0843
H: 0.549 4.361 -8.942  0.1160
H: -0.586 3.880 -7.699  0.1101
H: 0.804 6.546 -7.569  0.1219
H: 1.418 5.098 -6.872  0.1100
H: -1.274 5.964 -5.984  0.1218
H: 0.625 7.404 -5.078  0.1253
H: 1.277 5.801 -4.563  0.0947
H: -1.004 5.383 -3.433  0.1112
H: -1.198 7.150 -3.562  0.1220
H: 0.625 4.548 -1.976  0.0659
H: 1.494 5.668 -0.995  0.0795
H: 2.074 5.508 -2.642  0.0851
C: 3.937 1.473 4.316  -0.1244
O: 4.007 0.473 3.359  -0.1900
C: 4.888 -0.582 3.542  -0.2511
C: 4.816 -1.718 2.549  -0.2163
N: 3.582 -2.469 2.354  -0.0333
C: 3.277 -3.178 3.617  -0.1996
C: 2.321 -4.362 3.422  -0.1878
O: 1.404 -4.345 4.521  -0.1906
C: 0.264 -5.123 4.249  -0.1149
H: 3.400 2.320 3.895  0.0902
H: 4.884 1.831 4.737  0.0904
H: 3.390 1.086 5.188  0.0891
H: 4.904 -0.898 4.598  0.1243
H: 5.916 -0.190 3.461  0.1266
H: 5.622 -2.407 2.801  0.1224
H: 5.042 -1.315 1.555  0.1112
H: 2.826 -1.798 2.244  0.0790
H: 2.897 -2.512 4.400  0.1023
H: 4.199 -3.531 4.084  0.1171
H: 2.887 -5.299 3.442  0.1247
H: 1.755 -4.312 2.490  0.0934
H: 0.496 -6.186 4.147  0.0969
H: -0.258 -4.811 3.332  0.0774
H: -0.487 -4.864 4.990  0.0613
C: -0.251 -3.625 0.147  -0.1224
O: 0.338 -4.794 -0.364  -0.1630
C: 1.756 -4.680 -0.476  -0.2016
C: 2.297 -5.773 -1.417  -0.2105
N: 3.599 -5.407 -1.903  -0.0629
C: 3.998 -6.135 -3.094  -0.2270
C: 5.502 -5.894 -3.276  -0.2381
O: 6.377 -6.213 -2.217  -0.1888
C: 6.210 -7.521 -1.681  -0.1037
H: -0.954 -3.216 -0.588  0.0793
H: 0.436 -2.834 0.451  0.0605
H: -0.914 -3.800 1.003  0.0706
H: 2.191 -4.984 0.483  0.1042
H: 2.096 -3.690 -0.776  0.1084
H: 1.650 -5.834 -2.300  0.1206
H: 2.166 -6.778 -0.993  0.1212
H: 4.390 -5.354 -1.277  0.1094
H: 3.453 -5.770 -3.966  0.1220
H: 3.900 -7.230 -3.073  0.1053
H: 5.635 -4.826 -3.454  0.1230
H: 5.788 -6.447 -4.180  0.1199
H: 5.685 -7.394 -0.730  0.0853
H: 7.210 -7.867 -1.416  0.0852
H: 5.739 -8.274 -2.311  0.0871
N: -4.773 0.332 -3.488  0.1559
C: -4.209 0.659 -2.285  -0.6678
N: -3.166 -0.154 -1.977  0.1380
O: -4.644 1.438 -1.450  0.0175
H: -4.294 -0.062 -4.278  0.0962
H: -5.569 0.874 -3.782  0.1015
H: -2.702 0.020 -1.101  0.0482
H: -2.757 -0.755 -2.671  0.1108
N: 0.412 2.908 -4.836  0.1791
C: 1.711 2.839 -4.465  -0.6868
N: 1.904 2.201 -3.286  0.1643
O: 2.576 3.562 -4.958  0.0047
H: -0.308 2.546 -4.239  0.1002
H: 0.207 3.518 -5.614  0.0635
H: 2.850 2.374 -2.988  0.1138
H: 1.180 1.867 -2.683  0.0449
N: -0.703 4.945 0.843  0.1647
C: -1.700 5.061 -0.098  -0.6895
N: -2.454 6.159 0.101  0.1634
O: -1.937 4.195 -0.930  0.0213
H: -0.744 5.539 1.648  0.0936
H: -0.211 4.071 0.781  0.0872
H: -2.309 6.638 0.969  0.0901
H: -3.236 6.304 -0.511  0.1151
N: -4.592 2.407 2.846  0.1760
C: -4.267 3.545 3.499  -0.6520
N: -4.270 4.599 2.623  0.1528
O: -4.027 3.701 4.687  0.0264
H: -4.684 2.395 1.848  0.1091
H: -4.714 1.672 3.522  0.0992
H: -3.756 5.431 2.842  0.0921
H: -4.774 4.534 1.757  0.0984
N: -4.628 -4.317 0.444  0.1490
C: -4.433 -3.459 -0.577  -0.6896
N: -3.624 -2.452 -0.151  0.1590
O: -4.967 -3.565 -1.674  0.0101
H: -4.265 -4.124 1.365  0.0366
H: -5.066 -5.207 0.291  0.1035
H: -3.273 -1.795 -0.831  0.0467
H: -3.139 -2.688 0.698  0.0481
N: -3.318 2.141 6.917  0.1553
C: -3.406 0.815 7.183  -0.7040
N: -3.781 0.087 6.100  0.1520
O: -3.310 0.390 8.325  0.0158
H: -3.592 2.556 6.030  0.0366
H: -3.164 2.670 7.757  0.1071
H: -3.946 -0.880 6.321  0.0905
H: -3.821 0.477 5.181  0.0623
N: -2.671 -2.603 4.477  0.1949
C: -2.873 -3.813 3.964  -0.6661
N: -2.957 -4.817 4.885  0.1666
O: -3.096 -3.937 2.761  0.0042
H: -2.327 -2.542 5.421  0.1098
H: -2.513 -1.838 3.843  0.0618
H: -2.830 -4.461 5.815  0.1016
H: -3.485 -5.633 4.636  0.1200

## Properties
Energy = -3348.15665 Eh
Relative energy (zero: lowest compared OMol25 entry of this formula, charge and spin) = 369.54 kJ/mol
Kohn-Sham gap = 8.72 eV
SMILES = COCCNCCOC.COCCNCCOC.COCCNCCOC.COCCNCCOC.NC(N)=O.NC(N)=O.NC(N)=O.NC(N)=O.NC(N)=O.NC(N)=O.NC(N)=O